{
  "formula": "C33H66BN3O7S",
  "method": "ωB97M-V with the def2-TZVPD basis set",
  "energy_ha": -2410.548376,
  "homo_lumo_gap_ev": 8.9,
  "smiles": "CCC(=O)OCC[C@]1(CCCS)C(=O)N[C@@H](N(C(C)=O)C(C)=O)[C@@]1(C[C@H](C)O)B(O)N(C)C.CCCCCC.CCCCCC",
  "species": ["H", "H", "C", "C", "H", "C", "H", "H", "H", "H", "O", "H", "C", "C", "H", "H", "H", "H", "C", "N", "H", "H", "H", "C", "H", "O", "H", "H", "C", "H", "O", "H", "C", "C", "H", "H", "C", "H", "H", "O", "N", "C", "O", "H", "H", "C", "H", "H", "C", "H", "H", "C", "H", "H", "H", "H", "C", "C", "H", "H", "H", "N", "H", "H", "C", "C", "H", "C", "H", "C", "B", "C", "H", "H", "H", "H", "H", "H", "S", "H", "H", "C", "C", "H", "O", "H", "H", "H", "H", "O", "C", "H", "C", "H", "H", "C", "H", "C", "C", "H", "H", "H", "H", "H", "C", "H", "H", "C", "C", "C", "H"],
  "coordinates": [[-2.8730, 5.4932, 1.6777], [10.1970, -2.6811, -3.2768], [-3.9058, -1.3138, 0.6654], [6.6890, -4.6794, -4.0568], [5.1183, 2.8707, -2.0666], [-3.2578, 0.9732, -0.5332], [-5.5442, 2.4901, 5.3911], [7.0901, -6.6665, -4.7944], [5.8143, -0.8837, -1.4988], [-2.9835, -3.3887, 0.8577], [-6.6686, 2.9598, -3.4557], [-4.5560, -1.5582, -0.2904], [-5.1390, 0.8565, 1.1964], [-2.1605, 5.4571, 2.6197], [-0.6676, 2.9105, 2.0991], [8.5994, -1.1298, -2.1546], [1.1321, 1.2711, 0.8140], [1.7690, -1.1188, -2.9060], [-4.3050, -2.1654, 4.3241], [-3.5969, 3.1842, 3.4750], [9.1838, -4.0540, -2.8736], [-2.8421, 2.0651, -0.4819], [8.4121, -1.6904, -4.6715], [3.8593, -1.0311, -2.3802], [-8.1135, 2.2670, 0.3798], [-5.3259, 4.9835, 2.9580], [7.5663, -2.5047, -1.7142], [0.4250, 2.5159, 4.2792], [-4.9474, 3.8550, 3.5719], [6.4746, -2.9947, -5.3813], [-5.1952, 2.3441, -1.6592], [-5.2713, 0.1161, -1.4876], [-2.9116, 0.8067, 2.2911], [4.7994, -0.5319, -1.2799], [3.9711, -2.1188, -2.4654], [-5.0729, 2.9644, 0.9025], [-1.8696, -2.3968, -0.8652], [6.8201, 2.1524, -3.6886], [-6.9485, 2.6299, 4.0098], [-1.8810, 4.2504, 4.8468], [-4.8110, 2.2662, 1.6323], [-2.5489, 4.2530, 3.6594], [-0.2524, 1.8273, 4.0114], [-4.4471, 0.6476, 4.9862], [5.6087, -4.8647, -4.0182], [-4.5228, 1.0082, -1.5999], [-0.9263, -0.3306, 2.7092], [-1.7595, -2.0614, 1.3948], [5.1898, 1.8057, -2.3179], [2.0721, -1.1624, -1.1615], [1.8124, 2.5609, 2.0518], [-6.5119, 2.2323, -2.3200], [2.2192, 0.3631, -2.0569], [-8.5214, 1.2151, -2.7136], [0.6362, -3.3685, -0.6248], [7.3383, 1.7353, -2.0471], [6.5961, 1.5214, -2.8228], [-0.3680, 1.8721, 2.5459], [-2.7595, 2.9842, 1.4900], [-4.2933, -2.0376, 5.4872], [-4.4609, -3.3056, 4.0813], [-2.9822, -1.6120, 3.7557], [-2.3049, -2.9620, 5.3159], [-1.0450, 5.2859, 2.2448], [-1.8841, -2.0240, 4.7088], [-1.2825, 0.6045, 2.0578], [-9.6939, 1.5469, -0.3796], [-7.7919, 1.3568, -1.7795], [3.8394, 1.3212, -0.7175], [1.1721, 1.5712, 1.9662], [-3.1258, -0.0714, 3.6909], [7.3071, -5.6293, -5.0702], [4.4677, 1.6321, -3.1233], [-4.0249, 0.8774, -2.6773], [8.9068, -3.2704, -5.2376], [-2.4104, 0.3310, -1.0766], [-2.6068, -2.4199, -1.7796], [-0.9260, -2.4009, 4.1179], [-0.6725, -3.8861, -0.8892], [5.5290, 1.2180, -0.2743], [4.1500, -0.6173, -3.3502], [9.1555, -2.9872, -3.1216], [2.3977, -0.7149, -2.1057], [-0.9850, 0.3548, 0.9548], [-3.4303, 0.5560, 5.0250], [4.5176, -1.0030, -0.3297], [9.1974, -2.3797, -1.0513], [-5.2472, -1.5495, 3.9281], [1.7033, 0.7229, 2.5996], [-6.2893, 0.1994, 1.0323], [6.9159, -3.2046, -4.3987], [-7.4836, 0.2728, -1.4338], [-2.5917, -2.2895, 0.6036], [-1.1528, -1.4482, -0.9719], [6.8988, -5.4530, -6.0702], [-6.0927, 3.1804, 4.5873], [-2.2251, 6.5260, 3.1449], [8.3825, -2.7590, -4.4231], [-8.7006, 2.1476, -0.6362], [6.3591, -2.5884, -3.6830], [-1.5707, -1.2143, 5.4928], [-4.5628, -1.6823, 1.5901], [-6.5007, 4.1056, 5.2217], [7.0735, -4.9052, -3.0578], [-3.4181, 2.3614, 2.2290], [8.3944, -5.5198, -5.1167], [6.7113, 0.4801, -3.1346], [4.8184, 0.9877, -1.0784], [-3.5987, 0.2733, 0.9039], [8.5915, -2.2044, -1.9458], [-9.0621, 3.2130, -1.0021]]
}

{
  "formula": "C33H67As2CsN10OS2",
  "method": "ωB97M-V with the def2-TZVPD basis set",
  "energy_ha": -7208.412974,
  "homo_lumo_gap_ev": 7.0,
  "e_above_lowest_kj_mol": 0.00,
  "species": ["H", "C", "H", "H", "C", "H", "H", "C", "H", "H", "H", "H", "C", "H", "C", "H", "C", "H", "H", "H", "C", "H", "N", "H", "H", "H", "H", "H", "H", "H", "H", "H", "C", "C", "H", "H", "N", "N", "H", "C", "H", "H", "H", "H", "C", "H", "H", "H", "H", "H", "H", "C", "Cs", "H", "H", "H", "C", "H", "H", "H", "H", "H", "C", "N", "H", "C", "H", "H", "N", "H", "N", "H", "C", "N", "C", "H", "H", "C", "H", "H", "As", "C", "H", "C", "H", "H", "S", "C", "H", "C", "S", "C", "C", "As", "O", "H", "H", "N", "H", "H", "C", "C", "N", "C", "C", "C", "H", "C", "C", "N", "H", "H", "H", "C", "H", "C"],
  "coordinates": [[-0.4345, 2.0812, 3.5299], [-2.5401, 0.0453, 3.6288], [-5.0077, -2.5929, -0.6815], [-1.2284, -4.6564, -0.0040], [-4.7048, -0.0596, 4.8447], [-1.0414, 1.4712, 5.8401], [-0.8036, -2.5216, 2.7823], [-1.5110, 2.2400, 3.4023], [3.1665, 5.3912, -4.6637], [3.8361, 0.3595, 0.4162], [-3.4498, -2.2294, 5.6947], [-4.7614, 0.9755, 4.5188], [-3.3485, -2.0796, 4.6131], [-0.0767, 5.8639, -1.9327], [-0.5682, 4.5256, 0.5436], [-1.4591, 4.4214, 1.1637], [3.8047, 5.1303, 2.4957], [3.2273, 2.9942, -4.1771], [-1.9831, -3.6052, 2.0570], [0.4875, 0.6507, -4.6073], [-1.8917, 0.4414, -2.5918], [-3.1152, 3.5511, -1.1062], [-2.3048, 1.2962, 4.1669], [3.0369, 5.6010, 1.8817], [-1.7839, 1.2532, -3.3132], [-3.1877, -3.1667, 0.1630], [-4.1836, 1.2869, -3.8120], [-0.5126, -3.5587, -1.1993], [6.8762, -1.0893, 0.4280], [6.6335, -4.2030, -0.2949], [1.4497, -3.7357, -0.8194], [-3.3972, -1.7718, 2.1008], [1.6087, 3.0394, -2.7622], [0.6706, 3.8566, -2.1217], [2.4479, -4.4215, 0.4460], [-1.0484, -0.2388, -2.6755], [-4.3904, -2.2323, -2.6433], [-3.5277, -0.6851, 4.2889], [-1.7541, 3.2494, 3.7420], [2.8304, 2.9390, 2.4224], [-2.4316, -1.1519, 0.7640], [0.5038, -4.4666, 1.5639], [-4.7067, -0.0797, 5.9419], [5.9142, -0.3239, -0.8437], [0.7196, -3.4463, 1.1954], [-4.0857, -2.7206, 4.1167], [6.2598, -2.0555, -0.9219], [-2.5385, 0.5725, 6.1239], [1.4956, 6.8394, -3.5322], [1.7356, -0.5674, -4.3152], [4.1272, 1.1887, -3.3057], [-5.3670, -2.7246, -1.6978], [0.6823, 0.3027, 0.8175], [-4.0335, -1.8042, -4.6498], [-2.3548, -2.4084, 4.3219], [-5.7330, -1.6293, -4.1744], [4.2608, -0.3338, 1.1485], [5.0492, 0.1893, 1.6904], [5.9602, -3.6385, 1.2450], [-5.0283, -3.2403, -4.3511], [-2.5827, 2.3357, 5.9728], [-2.2099, 4.8579, -1.8996], [6.0301, -1.2351, -0.2481], [-3.1274, -0.2641, -2.8801], [-1.8802, 0.8629, -1.5783], [-1.4232, -2.6681, 1.8961], [-5.6032, -0.5833, 4.5025], [-6.3130, -2.1766, -1.7970], [-2.5115, -1.7904, -1.2629], [0.3199, 4.3765, 1.1556], [-0.5235, -2.8089, 0.7467], [-5.1985, 0.0648, -3.0376], [0.6452, 5.2188, -2.4192], [4.8177, -1.5084, 0.5035], [-2.2522, 3.7821, -1.7317], [3.7326, -5.3492, -1.3041], [3.8898, -0.1284, -2.1362], [-3.3150, -1.4637, -2.1990], [-1.7471, 2.1538, 2.3443], [5.5646, -5.2559, 0.6428], [-0.6288, 3.1327, -0.8317], [-4.2734, 0.6290, -2.9465], [4.0601, 1.5439, -1.5597], [-2.3848, -1.4671, 1.8076], [-2.9388, -3.8622, -1.4279], [-0.5525, 5.5270, 0.1150], [2.8400, 3.0450, 0.7291], [3.9567, -2.5048, 0.1035], [-2.3686, 3.2745, -2.6894], [4.1556, -4.3599, -1.5119], [2.2791, 1.6500, 3.3601], [-2.1098, 1.4236, 5.6020], [2.4641, 4.9685, -3.9564], [1.7146, 1.1046, -2.4108], [3.2957, 3.9721, 3.1512], [2.1882, 1.0359, -4.9341], [-4.3393, 1.2526, -2.0448], [-1.9083, -0.3328, 2.5805], [5.0069, -4.4937, -2.1889], [3.4036, -3.7667, -2.0269], [1.5310, 5.7775, -3.3237], [1.5099, 0.4990, -4.2711], [2.6816, -2.3433, 0.1732], [3.6649, 0.9159, -2.3577], [-4.8188, -2.2183, -4.0235], [-2.5356, -3.1285, -0.7165], [1.0969, -2.8771, 2.0486], [1.8557, -3.5391, 0.1766], [5.7464, -4.2166, 0.3498], [4.5826, -3.6772, -0.3145], [4.1123, 5.7964, 3.2986], [-5.5752, -3.7868, -1.8578], [4.6523, 4.8809, 1.8589], [2.4936, 3.6138, -3.6751], [3.4856, -0.6106, 1.8547], [-1.1460, -3.5966, -0.3132]]
}